#w
Molecular formula: C2H9NOS2
Method: DFT, ωB97M-V with the def2-TZVPD basis set

```
! wB97M-V def2-TZVPD RIJCOSX def2/J DEFGRID3
* xyz 0 1
N -0.21428 -1.62314 -0.30097
C 0.61617 -0.49617 -0.71128
C 1.45923 -0.01466 0.44473
S 2.07730 1.67716 0.22576
S 0.81575 2.89195 1.22146
H 0.22833 -2.20163 0.39390
H -0.68386 -2.11423 -1.05299
H 1.22477 -0.71771 -1.59033
H -0.02034 0.30822 -1.08770
H 0.82425 -0.08108 1.33407
H 2.30073 -0.64494 0.74943
H 1.31459 2.80796 2.45564
O -3.46083 0.35474 -0.91857
H -2.61116 -0.10527 -1.02445
H -3.87063 -0.04119 -0.13867
*
```

The SMILES is NCCSS.O. Its molar mass is 127.2 g mol⁻¹.

In the Mulliken picture, each atom carries the following charge in e: -0.52, -0.17, -0.80, -0.08, -0.19, 0.17, 0.21, 0.25, 0.26, 0.38, 0.38, 0.15, -0.67, 0.33, 0.32

---

#x
Molecular formula: C2H9NOS2
Method: DFT, ωB97M-V with the def2-TZVPD basis set

```
! wB97M-V def2-TZVPD RIJCOSX def2/J DEFGRID3
* xyz 0 1
C -3.35687 -0.20191 1.18793
S -1.95776 -0.08118 0.04335
S -0.47198 -0.49224 1.45890
H -3.38268 0.67386 1.81690
H -3.24656 -1.07535 1.82046
H -4.30545 -0.24419 0.65762
H 0.25670 0.57386 1.09824
N 3.50496 -0.50008 -1.67031
C 2.85611 0.41922 -0.76592
O 1.94085 1.31047 -1.35798
H 2.88861 -0.98133 -2.32242
H 4.01075 -1.19481 -1.14322
H 2.29723 -0.15248 -0.01929
H 3.62883 1.00548 -0.28042
H 2.02266 1.23709 -2.31488
*
```

The SMILES is CSS.NCO. Its molar mass is 127.2 g mol⁻¹.

In the Mulliken picture, each atom carries the following charge in e: -0.83, -0.01, -0.23, 0.31, 0.29, 0.30, 0.17, -0.61, 0.01, -0.48, 0.21, 0.22, 0.15, 0.24, 0.29

---

#y
Molecular formula: C2H9NOS2
Method: DFT, ωB97M-V with the def2-TZVPD basis set

```
! wB97M-V def2-TZVPD RIJCOSX def2/J DEFGRID3
* xyz 0 1
N -1.52979 -0.38002 1.60401
C -0.62794 -1.06346 0.63831
C 0.56113 -0.16926 0.44928
S 1.52366 -0.58189 -1.07894
S 2.50402 1.19012 -1.51957
H -2.26035 0.18210 1.19515
H -1.87912 -0.94942 2.34548
H -1.19536 -1.49212 -0.18027
H -0.32984 -1.91448 1.26998
H 1.33889 -0.15108 1.20002
H 0.08764 0.80600 0.30738
H 1.55241 1.92812 -2.17986
O -5.17400 0.14217 1.99320
H -4.99202 0.03559 1.08013
H -6.08920 -0.15037 2.12586
*
```

The SMILES is NCCSS.O. Its molar mass is 127.2 g mol⁻¹.

In the Mulliken picture, each atom carries the following charge in e: -0.52, -0.50, -0.50, -0.09, -0.24, 0.18, 0.21, 0.35, 0.29, 0.39, 0.30, 0.15, -0.63, 0.31, 0.31

---

According to the calculations, the structures order from most to least stable as #w, #y, #x.

---

#w
Molecular formula: C27H40O27
Method: DFT, ωB97M-V with the def2-TZVPD basis set

```
! wB97M-V def2-TZVPD RIJCOSX def2/J DEFGRID3
* xyz 0 1
C 6.13420 -1.01840 14.00897
O 6.04992 -0.05161 15.05090
C 5.03699 -0.19137 15.90371
O 4.11032 -0.94615 15.83140
O 5.19871 0.71563 16.84739
C 4.19562 0.83042 17.86566
H 7.05699 -0.91409 13.44985
H 5.32082 -0.77989 13.32031
H 6.05380 -2.05945 14.32004
H 4.26352 1.84189 18.26495
H 4.49856 0.22747 18.71554
H 3.22551 0.69242 17.39827
C 11.71065 -4.18744 14.94717
O 11.68703 -3.83555 13.57715
C 12.59370 -4.29679 12.72976
O 12.54861 -4.11957 11.54363
O 13.59664 -4.92720 13.36173
C 14.58601 -5.57833 12.56407
H 12.66664 -3.95733 15.41853
H 11.42608 -5.21207 15.18462
H 11.04885 -3.56858 15.54617
H 15.49929 -5.55650 13.15244
H 14.80868 -5.20994 11.56478
H 14.21490 -6.59817 12.43236
O 1.25752 -1.28545 22.17580
C 1.92005 -1.80855 21.33702
O 2.06532 -1.39815 20.05639
C 3.08027 -2.18941 19.44598
C 3.12187 -3.45774 20.33361
O 2.69185 -2.89435 21.57114
H 2.76039 -2.54603 18.46499
H 4.00754 -1.64314 19.32862
H 4.16315 -3.74818 20.45173
H 2.50791 -4.28412 19.98203
O 9.23489 -2.20738 14.44888
C 9.55231 -1.17428 14.93495
O 9.07810 0.00995 14.46646
C 9.21530 0.99380 15.45351
C 10.10127 0.34264 16.53430
O 10.30483 -0.99040 16.02987
H 9.61242 1.96330 15.15388
H 8.26822 1.24584 15.94029
H 9.61100 0.18981 17.49304
H 11.04461 0.85988 16.69805
O 11.67971 -3.95173 17.90818
C 11.51758 -4.94205 18.56220
O 12.04281 -5.19604 19.78492
C 11.78312 -6.55250 20.15109
C 11.10844 -7.18723 18.93740
O 10.98055 -6.06376 18.04829
H 12.71008 -7.06387 20.40449
H 11.12369 -6.55624 21.01975
H 10.21487 -7.76904 19.14367
H 11.82153 -7.75474 18.32618
O 10.24909 -1.32244 20.20313
C 10.08625 -0.24540 20.69130
O 9.96877 0.87079 19.94534
C 9.81742 2.01560 20.77403
C 10.13035 1.44068 22.19687
O 10.15781 0.05546 21.97753
H 10.51894 2.79261 20.48092
H 8.80611 2.42330 20.76910
H 9.38670 1.74215 22.92978
H 11.10047 1.85182 22.48468
O 5.43789 -5.71311 16.55668
C 6.06896 -5.65281 15.54577
O 7.26211 -5.04738 15.41109
C 7.74709 -5.15272 14.08282
C 6.62038 -5.91795 13.33798
O 5.67150 -6.16059 14.37456
H 7.88902 -4.18550 13.61445
H 8.60361 -5.82494 14.07290
H 6.90830 -6.89318 12.95345
H 6.22266 -5.28571 12.54553
O 5.21825 1.53460 20.78010
C 5.66023 0.75161 21.56309
O 5.01405 -0.23804 22.16053
C 5.78912 -0.86982 23.18721
C 7.18235 -0.29441 22.89625
O 6.95048 0.78869 22.00204
H 5.34887 -0.45461 24.09386
H 5.75843 -1.94908 23.09283
H 7.86707 -1.03067 22.48419
H 7.57142 0.11124 23.83080
O 6.23950 -2.63137 20.74784
C 6.79198 -2.61342 19.69142
O 8.06813 -2.99296 19.51480
C 8.32668 -3.27399 18.11417
C 7.28233 -2.32380 17.53646
O 6.25518 -2.29642 18.51417
H 9.35374 -2.98881 17.90066
H 8.20327 -4.33654 17.91174
H 6.83504 -2.60771 16.58407
H 7.66221 -1.31289 17.36167
*
```

The SMILES is COC(=O)OC.COC(=O)OC.O=C1OCCO1.O=C1OCCO1.O=C1OCCO1.O=C1OCCO1.O=C1OCCO1.O=C1OCCO1.O=C1OCCO1. Its molar mass is 796.6 g mol⁻¹.

In the Mulliken picture, each atom carries the following charge in e: -0.72, -0.28, 1.05, -0.63, -0.37, -0.23, 0.21, 0.39, 0.21, 0.25, -0.29, 0.42, -0.23, -0.19, 0.64, -0.60, -0.31, -0.73, 0.44, 0.31, -0.20, 0.24, 0.33, 0.29, -0.57, 0.67, -0.38, 0.71, -0.13, -0.39, 0.35, -0.68, 0.12, 0.28, -0.36, 0.60, -0.40, -0.22, 0.01, -0.31, 0.38, 0.12, -0.07, 0.34, -0.46, 0.71, -0.36, -0.34, -0.34, -0.26, 0.25, 0.31, 0.29, 0.26, -0.51, 0.61, -0.20, -0.30, -0.36, -0.38, 0.32, 0.21, 0.21, 0.36, -0.55, 0.48, 0.02, -0.03, -0.36, -0.39, 0.14, 0.18, 0.30, 0.26, -0.61, 0.68, -0.25, -0.50, -0.24, -0.26, 0.33, 0.22, 0.21, 0.43, -0.55, 0.25, -0.42, 0.44, 0.59, -0.04, -0.14, 0.06, -0.31, -0.03

---

#x
Molecular formula: C27H40O27
Method: DFT, ωB97M-V with the def2-TZVPD basis set

```
! wB97M-V def2-TZVPD RIJCOSX def2/J DEFGRID3
* xyz 0 1
C -4.43851 2.58826 5.11769
O -4.19003 3.34963 6.25405
C -4.27354 2.68851 7.39763
O -4.80586 1.61413 7.56459
O -3.79184 3.43724 8.39712
C -4.19011 3.27630 9.73626
H -3.59679 1.97127 4.80315
H -4.51469 3.17938 4.20507
H -5.29759 1.92017 5.17874
H -4.19363 2.20167 9.91861
H -5.25491 3.50899 9.72337
H -3.69902 3.83854 10.53049
C -8.12885 -0.52793 11.35347
O -7.94187 -1.59837 12.23665
C -7.68805 -1.32420 13.45196
O -7.55918 -0.21125 13.90856
O -7.27372 -2.46605 14.02065
C -6.83518 -2.35258 15.31947
H -8.15900 -0.89007 10.32582
H -7.28487 0.16183 11.34884
H -8.99652 0.04073 11.68794
H -6.47305 -3.28400 15.75470
H -7.71666 -2.14120 15.92478
H -5.97107 -1.73934 15.57512
O -11.73201 3.89556 10.50455
C -10.85466 3.83964 9.60308
O -10.89870 3.01475 8.59035
C -9.88005 3.17221 7.65993
C -9.42677 4.55792 8.11841
O -9.90001 4.70898 9.44455
H -9.01079 2.56292 7.90741
H -10.04107 3.16449 6.58191
H -10.02810 5.27170 7.55535
H -8.34212 4.64102 8.04964
O -9.17248 2.11102 2.76277
C -9.84940 1.17907 2.28289
O -9.59972 0.65221 1.03862
C -10.52241 -0.44283 0.79746
C -11.50781 -0.36526 1.98212
O -10.90402 0.62402 2.81343
H -10.96171 -0.48345 -0.19926
H -10.02179 -1.40980 0.84707
H -11.57463 -1.39255 2.34033
H -12.44395 0.01127 1.56986
O 2.76739 2.94564 7.70542
C 1.96000 2.12254 7.26785
O 1.49811 1.09484 7.96912
C 0.66247 0.34870 7.15405
C 0.70588 1.01415 5.73545
O 1.43895 2.19613 6.03548
H 1.20357 -0.54579 6.84552
H -0.29711 0.16119 7.63585
H -0.31405 1.12554 5.36742
H 1.35435 0.45029 5.06490
O -6.80871 3.76013 -2.87493
C -7.14604 4.54444 -2.00962
O -6.38069 5.16629 -1.07529
C -7.14460 6.00425 -0.22696
C -8.46438 5.40856 -0.51051
O -8.40777 4.93284 -1.78468
H -7.04091 5.72890 0.82257
H -6.89529 7.03900 -0.46198
H -9.32209 6.07366 -0.41016
H -8.62945 4.52035 0.09937
O -1.35903 -2.08794 2.89369
C -0.80725 -3.19702 3.05643
O 0.24636 -3.36710 3.88072
C 0.60422 -4.71498 4.02679
C -0.19634 -5.38729 2.87951
O -1.04216 -4.35990 2.43006
H 1.66389 -4.79995 3.78600
H 0.35228 -4.94482 5.06206
H -0.76311 -6.22436 3.28718
H 0.38598 -5.72950 2.02400
O -3.13448 7.43427 2.20630
C -1.96544 7.02569 2.29540
O -1.36210 6.21756 1.40986
C -0.30260 5.70425 2.03841
C -0.01755 6.63442 3.15164
O -1.18340 7.27470 3.28172
H -0.58225 4.77539 2.53553
H 0.44722 5.64327 1.24964
H 0.80706 7.30562 2.91160
H 0.28726 6.09654 4.04935
O -1.27569 0.91444 13.75164
C -0.80735 -0.19918 13.62451
O 0.01961 -0.85743 14.49122
C 0.66477 -1.93363 13.84784
C -0.16647 -2.12769 12.63233
O -1.07697 -1.06885 12.67061
H 1.70444 -1.76215 13.56897
H 0.64725 -2.79115 14.52050
H -0.70555 -3.07395 12.58665
H 0.41440 -2.05732 11.71269
*
```

The SMILES is COC(=O)OC.COC(=O)OC.O=C1OCCO1.O=C1OCCO1.O=C1OCCO1.O=C1OCCO1.O=C1OCCO1.O=C1OCCO1.O=C1OCCO1. Its molar mass is 796.6 g mol⁻¹.

In the Mulliken picture, each atom carries the following charge in e: -0.65, -0.29, 0.84, -0.57, -0.34, -0.58, 0.21, 0.30, 0.32, 0.31, 0.20, 0.26, -0.64, -0.29, 0.80, -0.55, -0.32, -0.69, 0.22, 0.30, 0.30, 0.26, 0.30, 0.30, -0.62, 0.70, -0.31, -0.20, -0.39, -0.31, 0.19, 0.34, 0.29, 0.30, -0.58, 0.68, -0.32, -0.34, -0.23, -0.29, 0.31, 0.23, 0.28, 0.27, -0.59, 0.66, -0.32, -0.30, -0.20, -0.32, 0.21, 0.38, 0.23, 0.24, -0.56, 0.68, -0.30, -0.18, -0.30, -0.33, 0.24, 0.27, 0.31, 0.17, -0.56, 0.72, -0.32, -0.25, -0.29, -0.34, 0.23, 0.28, 0.25, 0.28, -0.59, 0.68, -0.30, -0.26, -0.27, -0.29, 0.22, 0.29, 0.26, 0.26, -0.53, 0.70, -0.36, -0.20, -0.20, -0.33, 0.23, 0.25, 0.25, 0.19

---

According to the calculations, the structures order from most to least stable as #w, #x.

---

#w
Molecular formula: CH10O3S
Method: DFT, ωB97M-V with the def2-TZVPD basis set

```
! wB97M-V def2-TZVPD RIJCOSX def2/J DEFGRID3
* xyz 0 1
C -3.44341 -0.13010 0.00538
S -2.52025 1.37010 -0.39379
H -3.03095 -0.52658 0.91943
H -4.49007 0.07499 0.22327
H -3.29215 -0.88867 -0.75024
H -3.46337 1.97170 -1.12277
O 4.52502 2.16156 1.13720
H 5.09378 1.45463 0.81135
H 3.80323 2.11231 0.49584
O 0.06808 -5.25859 1.48283
H -0.84407 -5.13812 1.19488
H 0.04205 -6.10027 1.95512
O 3.17069 1.06378 -1.73944
H 2.88681 0.15125 -1.86616
H 2.74183 1.51512 -2.48298
*
```

The SMILES is CS.O.O.O. Its molar mass is 102.2 g mol⁻¹.

In the Mulliken picture, each atom carries the following charge in e: -0.72, -0.19, 0.25, 0.28, 0.28, 0.11, -0.65, 0.31, 0.33, -0.64, 0.32, 0.32, -0.62, 0.32, 0.32

---

#x
Molecular formula: CH10O3S
Method: DFT, ωB97M-V with the def2-TZVPD basis set

```
! wB97M-V def2-TZVPD RIJCOSX def2/J DEFGRID3
* xyz 0 1
C -1.40423 -1.28990 -0.57667
S -1.88583 -0.25011 0.82934
H -0.45941 -1.75476 -0.38030
H -2.22675 -1.95491 -0.81470
H -1.27824 -0.72276 -1.50190
H -1.79048 0.94274 0.26328
O 1.68372 -0.92967 -1.59784
H 1.87850 -0.89203 -2.53152
H 1.30576 -0.11992 -1.23781
O 1.63574 1.91187 -0.81068
H 0.98180 2.59945 -0.64640
H 1.70702 1.45720 0.05006
O 1.17933 0.49143 1.55243
H 0.27946 0.11139 1.50694
H 1.59065 0.04606 2.30174
*
```

The SMILES is CS.O.O.O. Its molar mass is 102.2 g mol⁻¹.

In the Mulliken picture, each atom carries the following charge in e: -0.68, -0.29, 0.29, 0.31, 0.26, 0.15, -0.63, 0.29, 0.35, -0.67, 0.29, 0.40, -0.59, 0.23, 0.28

---

According to the calculations, the structures order from most to least stable as #x, #w.

---

#w
Molecular formula: C7H3BrFN3
Method: DFT, ωB97M-V with the def2-TZVPD basis set

```
! wB97M-V def2-TZVPD RIJCOSX def2/J DEFGRID3
* xyz 0 1
N -1.22900 -3.09247 -2.08378
C -0.84946 -2.24958 -1.40154
C -0.49856 -1.14567 -0.55832
C -0.09959 -0.00016 -1.12588
C 0.18046 1.11228 -0.27679
Br -0.12581 2.92140 -0.80076
C 1.03391 0.91021 0.80926
N 1.51553 -0.25374 1.10088
C 1.04296 -1.42213 1.21220
F 1.79651 -2.53902 0.98437
C -0.11033 -1.63172 2.04821
N -0.76777 -1.70567 2.98439
H -1.04398 -1.14041 0.47834
H 0.05878 0.05523 -2.07845
H 1.52889 1.80044 1.28104
*
```

The SMILES is N#C/C=C/C(Br)=C\N=C(\F)C#N. Its molar mass is 228.0 g mol⁻¹.

In the Mulliken picture, each atom carries the following charge in e: -0.42, 0.08, -0.13, -0.23, -0.19, -0.14, -0.13, -0.32, 0.40, -0.25, 0.34, -0.38, 0.36, 0.62, 0.40

---

#x
Molecular formula: C7H3BrFN3
Method: DFT, ωB97M-V with the def2-TZVPD basis set

```
! wB97M-V def2-TZVPD RIJCOSX def2/J DEFGRID3
* xyz 0 1
H -0.09638 -2.02547 -1.99605
N -1.08556 -1.82280 -1.83629
C -1.39973 -0.63983 -1.61932
C -0.57602 0.62598 -1.49949
Br -1.12184 1.94395 -2.82707
C 0.22753 1.12519 -0.48713
C 0.59992 0.45312 0.70942
C 1.89570 0.85544 1.22161
N 2.95609 1.13935 1.56936
C -0.02223 -0.46767 1.45186
F -1.16186 -1.02595 1.02340
C 0.54598 -0.83133 2.72212
N 1.16700 -1.12815 3.63556
H -2.37971 -0.41260 -1.58131
H 0.45111 2.21080 -0.48667
*
```

The SMILES is [H]\N=C/C(Br)=C\C(C#N)=C(/F)C#N. Its molar mass is 228.0 g mol⁻¹.

In the Mulliken picture, each atom carries the following charge in e: 0.29, -0.49, -0.33, 0.09, -0.15, -0.40, 0.70, -0.18, -0.40, 0.56, -0.22, -0.01, -0.32, 0.49, 0.37

---

According to the calculations, the structures order from most to least stable as #x, #w.